No. 1
ORCA calculation (the ωB97M-V functional and the def2-TZVPD basis) on a single C3H2OS molecule at a distorted geometry.

Summary:
* energy above the lowest of the compared OMol25 structures with the same formula, charge and spin: 37.7 kcal/mol
* E_tot: -588.822779 hartree
* E_LUMO: -0.78 eV
* structure (SMILES): C#CC(O)=S
* gap between HOMO and LUMO: 8.46 eV
* total charge: 0

Element x y z (Å)
C (1.3005, -1.1986, 1.7073)
C (0.7364, -0.7086, 0.7480)
C (-0.1490, -0.0682, -0.1609)
O (-0.3594, -0.9526, -1.2085)
S (-0.6339, 1.4366, -0.3739)
H (1.6656, -1.8747, 2.5748)
H (0.0254, -1.6375, -0.6917)

Force components x, y, z for each atom (eV/Å):
C 0.0 -1.6 0.8
C 0.6 0.3 3.0
C 0.3 0.6 -3.0
O -0.4 1.0 1.2
S -0.2 0.7 0.9
H -0.6 1.9 -2.1
H 0.4 -2.9 -0.9

No. 2
ORCA calculation (the ωB97M-V functional and the def2-TZVPD basis) on 2 unconnected molecules or ions with the total composition C3H2S5 at a distorted geometry.

Summary:
* energy above the lowest of the compared OMol25 structures with the same formula, charge and spin: 4.1 kcal/mol
* E_tot: -2106.383878 hartree
* E_LUMO: -1.55 eV
* gap between HOMO and LUMO: 7.25 eV
* total charge: 0

Element x y z (Å)
C (-3.0198, -0.2024, -1.6243)
C (0.1093, -0.9218, -1.6312)
C (-0.2713, 0.9619, 0.2480)
S (-2.9431, -1.2487, -2.7021)
S (0.4773, -1.7522, -2.9260)
S (-3.1104, 0.8836, -0.5008)
S (0.0646, 0.7727, -1.4363)
S (-0.0662, -0.1493, 1.4553)
H (-0.7784, 1.9066, 0.4700)
H (0.0811, -1.4581, -0.6552)

Force components x, y, z for each atom (eV/Å):
C -0.5 1.9 1.9
C 1.1 -0.9 2.0
C -0.1 -1.3 1.7
S -0.1 -1.5 -1.6
S 0.2 -0.3 -1.3
S -0.7 -0.4 -0.4
S 0.1 0.8 -0.7
S -0.1 1.2 -1.0
H 0.5 0.0 -0.1
H -0.5 0.5 -0.5

No. 3
ORCA calculation (the ωB97M-V functional and the def2-TZVPD basis) on 12 unconnected molecules or ions with the total composition C3H30O12 at a distorted geometry.

Summary:
* energy above the lowest of the compared OMol25 structures with the same formula, charge and spin: 56.0 kcal/mol
* E_tot: -1035.101465 hartree
* E_LUMO: -0.57 eV
* structure (SMILES): CO.CO.CO.O.O.O.O.O.O.O.O.O
* gap between HOMO and LUMO: 8.78 eV
* total charge: 0

Element x y z (Å)
C (0.7425, 4.1330, -2.2616)
O (-0.0911, 3.3005, -3.0154)
H (0.2279, 5.0930, -2.2216)
H (0.9034, 3.7467, -1.2551)
H (1.7068, 4.1083, -2.7692)
H (0.2460, 2.4023, -3.0479)
C (0.4927, -3.5003, -1.8525)
O (0.0702, -4.7027, -1.2665)
H (1.2590, -3.7133, -2.5979)
H (-0.3697, -3.0186, -2.3133)
H (0.9117, -2.8771, -1.0625)
H (-0.8506, -4.5483, -1.0431)
C (0.0012, 0.2082, 0.5568)
O (-0.8423, 0.3040, -0.5704)
H (0.6551, 1.0685, 0.6995)
H (-0.4792, 0.1978, 1.5352)
H (0.7645, -0.5700, 0.5592)
H (-0.3137, 0.5349, -1.3377)
O (-3.1098, -1.5265, -0.6733)
H (-3.7633, -1.0413, -1.1769)
H (-2.2835, -1.0807, -0.8597)
O (0.8645, 0.6306, -2.7700)
H (1.6578, 0.4084, -2.2825)
H (0.9094, 0.0919, -3.5599)
O (3.0205, 2.8799, 0.1569)
H (3.0235, 1.9344, 0.0078)
H (3.9374, 3.1398, 0.0675)
O (3.8730, -1.3728, 0.5838)
H (4.2203, -0.8251, 1.2878)
H (3.2614, -1.9656, 1.0204)
O (-1.2788, -1.4946, 3.2329)
H (-1.1472, -2.3367, 2.7972)
H (-0.4409, -1.3107, 3.6577)
O (-1.7322, 3.0742, 0.0861)
H (-1.2679, 2.3277, -0.2926)
H (-1.8449, 2.8440, 1.0084)
O (-3.5773, -0.5917, 2.4113)
H (-3.5660, -0.8455, 1.4884)
H (-2.7506, -0.9236, 2.7615)
O (2.0489, -3.0458, 1.7611)
H (2.2921, -3.4598, 2.5892)
H (1.0925, -3.0812, 1.7469)
O (-2.4972, 1.9768, 2.6170)
H (-2.7382, 1.0555, 2.5201)
H (-3.2379, 2.3715, 3.0772)

Force components x, y, z for each atom (eV/Å):
C 0.3 -0.6 0.0
O -1.3 -0.5 -0.6
H 0.5 0.1 0.0
H -0.1 0.2 0.2
H 0.3 0.9 0.2
H 0.2 0.1 0.1
C 0.1 0.2 0.1
O -0.4 -0.6 0.2
H 0.0 0.1 0.0
H 0.2 0.4 -0.2
H 0.2 0.5 -0.2
H -0.1 -0.4 0.2
C 1.4 0.8 0.9
O -0.3 -0.5 0.8
H -0.1 0.7 -0.5
H -0.9 -0.4 -0.5
H -0.4 -0.8 -0.5
H 0.2 0.0 -0.4
O -0.3 -0.5 0.3
H -0.2 0.1 -0.1
H 0.6 0.5 0.1
O 0.0 0.0 0.1
H 0.4 0.0 0.2
H -0.1 -0.2 -0.3
O -0.2 0.1 0.1
H 0.0 -0.3 0.0
H 0.2 0.1 0.0
O 0.4 0.5 -0.4
H 0.2 0.1 0.1
H -0.4 -0.4 0.1
O 0.5 -0.3 0.2
H -0.2 -0.3 -0.1
H 0.2 0.3 0.3
O 0.1 0.6 -0.4
H -0.1 -0.2 -0.2
H -0.3 -0.2 0.5
O -0.7 0.4 0.0
H -0.1 -0.1 -0.6
H 0.2 -0.2 0.3
O -0.1 0.0 0.1
H 0.2 -0.2 0.2
H -0.2 0.0 -0.3
O 0.6 0.7 0.2
H -0.6 -0.7 -0.2
H -0.2 0.1 0.1